C20H22BrCl2F3N3O3 | ωB97M-V/def2-TZVPD

```
54
C20H22BrCl2F3N3O3 | OMol25 | ωB97M-V/def2-TZVPD
C -2.014 -4.200 3.811
C -2.656 -3.595 2.564
C -2.688 -4.525 1.338
N -3.109 -2.389 2.511
C -2.112 -1.579 1.849
C -1.160 -0.931 2.705
N -0.180 -0.201 2.246
C -0.136 -0.110 0.881
C 0.938 0.639 0.300
C 1.995 1.310 1.169
C 2.700 0.414 2.212
C 3.836 1.273 2.857
Br 3.571 -1.182 1.467
C 1.011 0.770 -1.064
C 2.148 1.514 -1.722
Cl 2.141 3.253 -1.901
C 3.193 0.801 -2.148
C 3.283 -0.713 -2.023
Cl 4.594 1.572 -2.887
C 0.009 0.179 -1.919
C 0.047 0.279 -3.447
O 0.261 1.608 -3.929
C -0.801 2.425 -3.683
F -0.802 3.359 -4.664
F -0.729 3.078 -2.535
F -1.999 1.805 -3.747
C -1.001 -0.535 -1.333
O -1.984 -1.110 -2.109
C -1.106 -0.727 0.083
N -2.143 -1.492 0.542
H -2.398 -3.778 4.745
H -0.937 -3.957 3.729
H -2.088 -5.297 3.758
H -1.630 -4.781 1.122
H -3.044 -3.960 0.470
H -3.254 -5.444 1.530
H -1.240 -1.051 3.788
H 1.518 2.119 1.755
H 2.782 1.802 0.582
H 2.063 0.099 3.039
H 4.373 1.843 2.090
H 3.379 1.917 3.627
H 4.509 0.603 3.414
H 2.740 -1.171 -2.869
H 4.324 -1.056 -2.030
H 2.806 -1.080 -1.111
H -0.802 -0.221 -3.921
H 0.933 -0.301 -3.755
H -2.364 -0.429 -2.682
C -3.370 4.626 -0.905
O -3.893 4.471 0.314
H -4.058 5.017 -1.710
H -2.498 5.335 -1.001
H -2.957 3.704 -1.403
```

- HOMO-LUMO gap: 3.38 eV
- Maximum force: 2.836 eV Å⁻¹
- Net charge: -1

C2HN2 | ωB97M-V/def2-TZVPD

```
5
C2HN2 | OMol25 | ωB97M-V/def2-TZVPD
C -1.286 0.082 0.029
C -0.083 -0.060 0.049
N 1.179 0.080 0.056
N 2.528 0.017 0.009
H -2.338 -0.118 -0.142
```

- HOMO-LUMO gap (spin up / spin down): 8.95 / 8.96 eV
- Maximum force: 16.033 eV Å⁻¹
- Net charge: +1
- SMILES: C#C[N+]#N